A molecular structure, C23H35AgN5O5PS2. Source: the OMol25 dataset; level of theory: ωB97M-V/def2-TZVPD.

Last column: Löwdin charge in e.
Cartesian coordinates (Å):
Ag -0.65 0.75 -1.32  0.604
C 4.18 -2.92 -2.14  -0.106
C 3.61 -2.57 -3.51  -0.291
N 2.16 -2.48 -3.54  -0.068
C 1.47 -1.43 -2.93  -0.876
S -0.20 -1.69 -2.63  0.513
N 2.26 -0.41 -2.62  -0.026
N 1.61 0.72 -2.22  -0.013
C 2.32 1.57 -1.58  -0.288
C 3.73 1.27 -1.17  -0.044
C 1.68 2.89 -1.26  -0.235
C 2.34 3.87 -0.52  -0.029
C 1.71 5.07 -0.26  -0.091
C 0.44 5.29 -0.76  -0.088
C -0.15 4.26 -1.49  -0.140
N 0.45 3.12 -1.74  0.086
H 5.27 -3.04 -2.19  0.058
H 3.74 -3.85 -1.76  0.066
H 3.95 -2.12 -1.43  0.043
H 3.91 -3.32 -4.24  0.094
H 4.00 -1.61 -3.83  0.093
H 1.65 -3.34 -3.46  0.075
H 3.76 0.28 -0.71  0.061
H 4.12 1.99 -0.45  0.049
H 4.39 1.24 -2.05  0.074
H 3.32 3.67 -0.10  0.089
H 2.20 5.83 0.33  0.092
H -0.10 6.21 -0.57  0.085
H -1.16 4.35 -1.88  0.107
O -3.07 0.96 -0.76  -0.236
N -3.68 0.04 -1.46  -0.256
C -4.42 -0.88 -0.79  -0.058
C -5.09 -1.89 -1.43  -0.115
C -4.98 -1.98 -2.82  -0.131
C -4.23 -1.06 -3.49  -0.135
C -3.56 0.01 -2.85  -0.781
S -2.60 1.16 -3.65  0.468
H -4.41 -0.73 0.28  0.116
H -5.66 -2.60 -0.84  0.080
H -5.47 -2.78 -3.36  0.084
H -4.10 -1.11 -4.56  0.084
C -0.35 -2.99 1.06  -0.040
C 0.62 -1.96 1.62  -0.635
C 1.99 -2.10 0.96  -0.039
C 0.73 -2.09 3.14  -0.042
O 0.06 -0.70 1.22  -0.207
P 0.51 0.75 1.77  0.246
O 1.98 0.77 2.04  -0.305
O -0.15 1.74 0.87  -0.323
O -0.21 0.80 3.23  -0.186
C -1.59 1.10 3.43  -0.644
C -1.84 2.59 3.23  -0.040
C -1.85 0.72 4.89  -0.049
C -2.49 0.28 2.50  -0.044
H 0.01 -4.00 1.27  0.079
H -0.45 -2.85 -0.02  0.035
H -1.33 -2.87 1.53  0.076
H 2.42 -3.08 1.20  0.080
H 2.65 -1.32 1.33  0.068
H 1.88 -2.01 -0.12  0.064
H 1.15 -3.08 3.37  0.077
H -0.26 -2.02 3.60  0.070
H 1.37 -1.32 3.55  0.077
H -1.21 3.16 3.91  0.080
H -2.89 2.83 3.42  0.078
H -1.58 2.86 2.20  0.069
H -1.19 1.29 5.54  0.078
H -1.66 -0.35 5.04  0.073
H -2.89 0.93 5.16  0.076
H -2.34 0.54 1.45  0.055
H -3.53 0.47 2.76  0.083
H -2.28 -0.79 2.62  0.074

Its energy is -2832.27084 a.u. The calculation puts the LUMO energy at 4.779 eV. The frontier orbital gap comes out at 5.98 eV. The spin multiplicity is 1. Its total charge is -2.